# C27H49Br2F2O17P2S

A cluster of 3 separate species, C27H49Br2F2O17P2S in total in a non-equilibrium geometry (wB97M-V/def2-TZVPD, OMol25).

E_LUMO = 0.0742 Eh
Total charge = -1

Last column: Löwdin charge in e.
Atoms and positions in Å:
H1 1.31254 -7.34267 4.55128  0.093
Br1 3.59407 0.48682 -0.86803  0.871
H2 3.83681 1.03787 1.74831  0.038
H3 8.61140 1.27952 2.22774  0.094
H4 -1.60057 -3.05125 -2.86835  0.073
C1 -3.61321 2.35832 -4.73812  -0.158
C2 0.93569 0.91463 0.04022  -0.601
C3 -3.43545 -0.87843 -1.37468  -0.105
C4 2.21349 0.79793 0.40092  -0.769
H5 -3.68183 -3.36393 -0.95644  0.060
C5 0.53331 -7.48903 3.80609  -0.051
Br2 -0.18150 1.05958 1.66842  0.862
H6 -4.13752 3.28170 2.40130  0.097
H7 3.50485 -2.51130 -0.78389  0.041
H8 -2.84292 3.11199 -4.57324  0.125
C6 1.69055 -2.62309 -1.90818  -0.304
C7 -2.55918 0.08557 -4.95098  -0.053
O1 -1.17262 1.34043 -2.92582  -0.183
C8 0.06439 -0.93016 -1.96629  -0.230
C9 -0.07935 -5.25745 3.97693  -0.616
C10 1.30464 1.18662 -2.92767  -0.228
H9 2.16158 -2.27096 -2.83969  0.120
H10 -1.42705 -2.79073 2.00374  0.079
H11 -0.03925 -2.83373 4.73789  0.123
C11 -5.75193 3.29715 -5.74854  -0.119
O2 6.79114 1.58065 3.19899  0.009
O3 -1.49961 0.60652 -0.70100  -0.342
O4 3.07769 2.86861 -2.99397  -0.006
C12 -3.28077 1.03698 -3.98508  -0.228
H12 -4.25792 0.65358 -3.68528  0.120
C13 2.74939 -3.25848 -1.03154  -0.074
O5 -0.50839 -6.52687 3.95521  -0.002
H13 2.31672 -3.58779 -0.08402  0.073
H14 -2.22093 0.59676 -5.85249  0.078
C14 2.76221 0.84803 1.80292  -0.203
H15 -4.65143 1.45622 -0.78225  0.141
H16 0.72845 0.99354 -3.83910  0.087
H17 -5.54412 2.30728 2.72261  0.088
H18 5.92147 3.01509 7.15054  0.082
O6 -4.57274 -1.88903 -3.70438  -0.267
H19 0.17539 -1.11005 -3.04111  0.090
C15 1.94109 2.52173 -3.21877  -0.339
H20 7.53715 0.44176 6.73216  0.121
H21 -0.50221 -1.44250 2.68469  0.012
H22 -2.97899 -1.39996 -0.52533  0.104
O7 1.02296 3.72553 -0.55133  -0.329
H23 7.65744 2.94306 6.86838  0.074
H24 7.25812 1.86086 1.24200  0.094
C16 -2.49951 1.33579 -2.68501  -0.420
H25 -4.48232 -0.75911 -1.10112  0.111
H26 -0.82811 -1.47753 -1.64828  0.077
F1 -1.35213 3.59265 -0.11366  -0.269
O8 6.28308 1.18472 5.25417  0.040
H27 2.64134 -0.10731 2.31393  0.081
H28 1.98470 0.34080 -2.92379  0.033
H29 -5.15933 2.77514 1.02563  0.074
H30 -1.67972 -0.40034 -4.53103  0.057
C17 7.75202 1.94613 2.20573  -0.034
H31 -1.76158 -2.58495 4.47450  0.124
H32 6.98706 2.28319 8.36612  0.077
H33 -5.98767 2.36737 -6.27200  0.070
C18 -5.01867 2.93267 -4.43582  -0.245
H34 0.07706 -8.46538 3.94743  0.090
C19 -0.86755 -3.05026 4.06371  -0.196
O9 1.14393 -1.51409 -1.23388  -0.234
C20 -2.74475 0.52679 -1.37575  -0.335
H35 0.95956 -7.43190 2.80512  0.097
H36 1.31201 3.23590 -3.79004  0.115
H37 5.81672 0.51089 7.09618  0.122
H38 8.06989 2.97677 2.35682  0.099
C21 -0.60441 -2.52708 2.67133  -0.064
H39 -4.91212 3.86124 -3.87087  0.100
C22 -3.89948 1.23107 1.98391  -0.528
H40 -6.65283 3.87437 -5.55068  0.060
C23 6.81296 2.40395 7.29653  -0.067
H41 -3.60680 2.16290 -5.81296  0.095
H42 -5.05366 3.84732 -6.38118  0.067
C24 -4.75700 2.48451 1.99165  0.022
H43 -5.63029 2.22792 -3.87267  0.099
O10 -0.58782 4.04205 -2.35665  -0.331
O11 1.07318 -4.91500 3.93622  0.122
O12 -1.14100 -4.46761 4.06352  0.038
O13 -3.41650 0.82868 3.01092  0.080
P1 -0.09436 0.96068 -1.60204  0.689
S1 -0.17223 3.28462 -1.21022  0.603
H44 0.30828 -2.95349 2.25339  0.075
C25 6.64008 1.05315 6.63452  -0.217
P2 -3.51133 -2.09580 -2.72067  0.472
O14 -3.73823 0.51674 0.84085  -0.012
H45 -3.23294 -0.70260 -5.29043  0.068
O15 -3.86374 -3.48028 -1.89627  -0.144
H46 -3.21318 2.26917 -0.12562  0.112
C26 7.28990 1.46281 4.42628  -0.613
H47 0.91322 -3.35010 -2.19233  0.112
O16 8.44810 1.58510 4.73479  0.116
H48 2.33924 1.67633 2.36266  0.046
F2 -3.01746 2.61151 -2.30235  -0.004
C27 -3.64473 1.30663 -0.37447  -0.107
O17 -2.11506 -2.44905 -3.41958  -0.137
H49 3.23114 -4.10465 -1.52127  0.072

Forces on atoms 1 to 6 (eV/Å):
0.031 0.076 -0.048
0.311 0.032 0.138
-0.064 -0.091 -0.005
0.024 0.035 0.109
0.162 0.016 -0.072
-0.516 -0.096 0.006

# C27H49BrFN4O6

A cluster of 3 separate species, C27H49BrFN4O6 in total in a non-equilibrium geometry (wB97M-V/def2-TZVPD, OMol25).

E_LUMO = -0.0865 Eh
Total charge = +1

Last column: Löwdin charge in e.
Atoms and positions in Å:
H1 3.03722 -4.09790 0.05959  0.119
H2 4.19158 -1.68342 1.46683  0.117
H3 -5.28182 -1.55264 -2.07446  0.080
H4 6.16119 3.18495 1.79654  0.102
C1 -9.51470 -2.31963 -2.46529  -0.104
C2 -3.06432 -2.66576 -0.60545  -0.030
C3 -3.52965 -2.24180 0.62855  -0.039
H5 6.15321 2.17755 -2.19441  0.086
H6 8.12684 3.96821 3.01003  0.124
C4 5.98419 2.77555 -1.29771  -0.087
H7 -6.49687 0.37547 0.53804  0.124
C5 -1.82867 -2.20130 -1.00661  0.012
H8 -8.94479 -1.43464 0.49667  0.108
H9 -1.41628 -2.49089 -1.96197  0.132
H10 6.25949 5.06574 0.14227  0.072
C6 6.27598 4.25885 2.00292  -0.215
H11 -9.37863 -2.83156 -1.50851  0.088
H12 2.26947 -4.11162 2.28606  0.061
H13 3.77764 -4.96096 2.45927  0.077
C7 4.31575 4.73374 0.59923  -0.196
H14 -10.47981 1.03331 -1.80338  0.121
H15 4.63761 -1.90903 -0.19714  0.118
H16 7.94996 5.58850 2.32791  0.125
H17 -8.41731 -0.01023 -1.48964  0.068
H18 -3.13665 -1.01822 2.32154  0.118
N1 0.73756 0.14327 0.40188  0.139
C8 3.06246 -0.38873 -0.99655  -0.074
O1 -6.50610 -1.44774 -0.46505  -0.207
C9 3.74295 -3.63168 0.73980  -0.397
H19 3.67169 -3.26262 2.89928  0.060
H20 -6.75408 -1.07433 1.51997  0.117
C10 -8.50074 -0.43001 0.49078  -0.216
H21 5.27414 -4.21523 -0.66251  0.084
C11 3.42551 0.34797 -1.86679  0.209
H22 1.00478 -0.44054 -2.32198  0.109
C12 -6.99911 -0.59640 0.56635  -0.217
H23 -9.61732 -3.07031 -3.24882  0.089
C13 1.35220 -2.02334 -0.42173  -0.440
H24 2.97913 3.24173 -0.10183  0.112
O2 0.90906 -2.92100 0.51853  0.068
N2 5.67752 5.09278 0.96864  -0.045
H25 5.11098 -5.29626 0.69656  0.079
H26 4.38434 2.54431 0.70220  0.102
H27 -6.40689 -0.19195 -2.13442  0.083
O3 4.60721 3.12862 -1.26862  -0.210
C14 5.10969 -4.24961 0.41254  -0.065
O4 0.17769 -0.30930 -1.83492  0.098
H28 -10.82764 0.85200 -0.09301  0.119
H29 6.62384 3.65648 -1.36840  0.079
H30 8.23662 5.61063 -0.38285  0.078
H31 -12.10652 -0.71283 -1.32281  0.124
H32 3.97680 5.46228 -0.14065  0.125
C15 -5.76920 -0.78635 -1.47312  -0.119
H33 5.78323 4.47011 2.95663  0.125
C16 4.06436 3.34472 0.01935  -0.242
O5 -10.68605 -1.53089 -2.47695  -0.174
C17 -10.32925 0.37690 -0.94371  -0.195
C18 -2.75865 -1.37190 1.37338  -0.092
H34 0.81663 -3.78327 0.09355  0.148
H35 -3.64470 -3.33245 -1.22038  0.123
H36 -4.99895 -0.14028 -1.03948  0.086
N3 -1.56286 -0.92356 0.99404  0.127
C19 9.01208 5.09061 0.19082  -0.108
H37 2.63442 0.58463 1.11781  0.101
F1 1.53022 -2.61931 -1.62822  0.133
H38 -8.62270 -1.72601 -2.69045  0.071
H39 6.27064 2.18548 -0.42388  0.092
H40 1.03762 0.95270 -0.15115  0.179
H41 -0.00203 0.51133 1.01455  0.157
H42 3.67660 4.85726 1.47984  0.120
C20 3.34542 -4.00627 2.17788  -0.077
H43 3.90036 1.11146 -2.43771  0.058
Br1 1.67658 -0.89419 2.88427  0.901
C21 2.60647 -1.28754 0.07468  -0.318
C22 3.85731 -2.11650 0.52489  -0.073
C23 0.24458 -0.88096 -0.58711  -0.340
C24 7.75855 4.52754 2.14610  -0.214
H44 9.56593 5.82371 0.78243  0.091
H45 9.69950 4.62014 -0.50958  0.090
H46 -8.83833 0.08810 1.39317  0.127
N4 -8.89257 0.35039 -0.67346  -0.051
C25 -11.04072 -0.93799 -1.24268  -0.226
H47 5.91717 -3.73530 0.92657  0.090
C26 2.00539 -0.29581 1.11465  -0.582
H48 -4.48560 -2.56984 1.00008  0.112
H49 -10.93772 -1.66625 -0.42864  0.112
O6 8.47785 4.06699 1.01054  -0.194
C27 -1.11604 -1.36170 -0.17835  -0.217

Forces on atoms 1 to 6 (eV/Å):
-0.118 0.110 -0.223
0.138 0.110 0.070
-0.026 -0.009 -0.019
0.018 -0.031 0.100
-0.085 0.007 -0.145
0.119 0.211 0.450

# C27H49N7O3SiTi

A structure of composition C27H49N7O3SiTi in a non-equilibrium geometry (wB97M-V/def2-TZVPD, OMol25).

E_LUMO (alpha / beta) = 0.0126 / 0.0125 Eh
Spin multiplicity = 3
Total charge = 0
<S²> = 2.003

Last column: Löwdin charge in e.
Atoms and positions in Å:
H1 -4.75055 -0.68816 -0.53090  0.035
H2 0.95620 -2.81570 3.87234  0.120
C1 -0.37129 1.50865 -1.81129  -0.364
C2 1.02654 1.28766 -1.71748  -0.107
N1 3.17836 -1.42697 -1.30962  -0.075
H3 4.28154 -2.20085 -2.95421  0.113
N2 -1.25275 0.55294 -1.28899  -0.179
H4 -1.26203 -3.53397 -2.36602  0.127
C3 1.24568 2.24333 1.68844  -0.499
H5 -0.42136 -1.05804 -2.48247  0.067
H6 2.90068 -1.44633 3.54585  0.119
H7 -4.09146 0.01305 -3.88181  0.034
H8 1.12705 -4.18125 1.78530  0.123
C4 4.13356 -1.77016 -0.26779  -0.224
C5 -2.58968 2.66520 2.09300  -0.146
H9 1.28955 -2.36623 0.23670  0.066
H10 -2.60287 0.43354 3.70630  0.123
O1 2.38221 2.37519 1.29602  0.079
H11 3.30766 -0.45272 -1.56472  0.097
Si1 -2.92514 0.43626 -1.72002  0.362
H12 0.66590 -4.23657 -0.89634  0.119
C6 -0.83391 -2.85227 -1.62445  -0.215
H13 4.03988 0.17425 0.62374  0.117
H14 -0.22275 1.43540 5.37960  0.081
C7 -2.14085 3.62982 0.99793  -0.061
N3 0.10513 -1.88321 -2.20456  -0.073
H15 2.17961 -0.72403 -3.60212  0.109
N4 0.43955 1.18292 1.31935  0.087
H16 3.95916 -2.81183 0.02705  0.116
C8 -0.15133 -3.61962 -0.50845  -0.177
C9 3.91899 -0.86694 0.92986  -0.200
H17 -2.60015 -0.93958 -3.75052  0.020
H18 0.25397 -2.25072 -4.26622  0.119
C10 -0.47915 3.07545 3.26501  -0.431
C11 3.27238 -2.23678 -2.51934  -0.227
C12 2.24140 -1.81765 -3.56242  -0.169
O2 -1.30983 -0.07514 1.55500  -0.064
H19 0.95554 -3.48510 -3.23713  0.114
H20 1.34892 3.90643 2.88586  0.165
H21 -0.86948 -4.29039 -0.03392  0.122
C13 -4.08197 1.87171 -1.42789  -0.176
C14 -0.84396 0.64203 4.95525  -0.060
H22 4.68111 -1.07056 1.68799  0.118
C15 2.47719 -1.90869 2.64837  -0.202
H23 -0.50636 -3.63787 2.14837  0.121
C16 -1.42204 1.96765 2.82823  -0.300
C17 -3.05019 0.03823 -3.53474  -0.168
C18 1.03609 -2.33638 2.89369  -0.171
H24 2.21247 -0.10657 1.71921  0.068
C19 0.17794 3.62532 -2.89727  -0.090
N5 0.35621 -2.67456 0.51625  -0.129
H25 3.09719 -3.28343 -2.23901  0.116
H26 1.39172 0.37151 -1.26863  0.039
H27 -2.53752 1.93154 4.63549  0.121
H28 -2.51622 0.79101 -4.12738  0.031
N6 0.72831 3.16130 2.60696  0.222
H29 -1.81402 2.93589 -2.55281  0.078
H30 -1.27535 0.08498 5.78899  0.079
Ti1 0.03326 -0.48687 0.01223  0.846
C20 -1.93905 1.22150 4.06477  -0.165
C21 1.95277 2.21745 -2.15130  -0.095
H31 -3.79850 2.81721 -1.89586  0.021
C22 0.48357 -3.29440 1.84883  -0.197
H32 3.08045 -2.79791 2.44142  0.118
H33 -3.69247 -1.90522 -1.25037  0.024
H34 5.17651 -1.70866 -0.60664  0.118
N7 2.57401 -1.02159 1.48212  -0.073
H35 -3.20372 -1.06289 0.24013  0.020
C23 1.54223 3.39728 -2.75182  -0.110
H36 2.59263 -2.14410 -4.54441  0.112
H37 2.26858 4.12240 -3.09622  0.094
C24 -0.75747 0.99411 1.87878  -0.449
C25 -3.70162 -0.94314 -0.72748  -0.170
H38 -0.16300 4.54012 -3.37062  0.101
C26 -0.76178 2.71186 -2.43859  -0.055
H39 -1.55037 3.12762 0.22602  0.068
H40 3.01262 2.02196 -2.01809  0.104
H41 -3.23187 1.87905 1.68776  0.114
H42 -3.00065 4.08436 0.50753  0.077
H43 0.39730 -1.45139 2.91850  0.079
H44 -5.04979 1.56745 -1.84706  0.036
O3 -0.78696 3.86917 4.12408  0.107
H45 -3.15547 3.19974 2.85683  0.124
H46 -0.19090 -0.04600 4.41103  0.058
H47 -1.53992 4.44398 1.41052  0.082
C27 0.85020 -2.40178 -3.36215  -0.200
H48 -1.65425 -2.29642 -1.17688  0.072
H49 -4.23175 2.05213 -0.36069  0.015

Forces on atoms 1 to 6 (eV/Å):
0.122 -0.093 -0.020
0.039 0.000 0.002
-0.396 -0.415 -0.161
-0.490 0.265 -0.099
-0.043 -0.045 -0.069
0.031 0.028 -0.032

# C27H49NO21

A cluster of 8 separate species, C27H49NO21 in total in a non-equilibrium geometry (wB97M-V/def2-TZVPD, OMol25).

E_LUMO = 0.0123 Eh
Total charge = 0

Last column: Löwdin charge in e.
Atoms and positions in Å:
O1 6.32600 -5.23200 21.17600  -0.092
O2 2.30600 -5.38000 20.01900  0.027
C1 1.94300 -2.01900 22.11100  -0.046
C2 -0.02000 -8.65200 18.77700  -0.278
C3 5.15200 -12.74400 17.15100  -0.087
O3 6.03000 -9.50400 18.03800  0.002
O4 2.22100 -1.84300 20.76300  -0.004
O5 0.40900 -5.95500 16.82900  0.083
H1 -1.21500 -3.04500 20.30400  0.102
H2 0.12800 -0.31400 17.89500  0.113
H3 -5.88100 -2.45200 18.63000  0.054
H4 -7.66600 -8.89800 18.64300  0.088
O6 0.32700 -4.33900 19.85800  -0.039
H5 -6.68800 -1.05300 20.78100  0.105
C4 1.32500 -1.47200 19.89500  -0.363
C5 -6.97500 -2.06000 20.58000  -0.229
C6 3.21900 -6.26700 20.63800  -0.018
C7 -5.04400 -3.56900 21.32200  -0.165
O7 -0.98400 -9.37100 19.48100  0.105
H6 -3.55400 -6.96400 20.82800  0.093
C8 -2.44400 -4.31500 15.68600  -0.319
C9 -1.42900 -3.45700 15.02900  -0.081
C10 -1.01100 -4.18100 20.28400  -0.100
H7 2.99400 -7.29100 20.30400  0.081
N1 -4.01000 -4.03700 21.03800  0.184
O8 0.23400 -0.80200 20.49500  -0.072
H8 -4.38400 -4.34200 16.73600  0.112
H9 -2.09500 -6.94300 19.82900  0.076
H10 0.54700 -8.90400 16.56100  0.145
H11 -0.96300 -8.12100 16.97000  0.105
H12 0.95000 -2.48400 22.29700  0.122
H13 -0.75700 -1.81300 18.20500  0.085
C11 -6.41700 -3.08500 21.58500  -0.182
O9 6.90700 -3.35700 19.99800  0.049
H14 5.60600 -1.87100 20.20800  0.083
C12 1.07700 -5.33600 20.43000  -0.436
C13 -6.99200 -9.71600 18.69400  -0.081
H15 2.78300 -2.49900 22.50900  0.080
C14 1.28600 -9.29600 19.24700  -0.015
H16 1.61100 -9.03500 20.22000  0.062
C15 -0.30500 -8.93100 17.23900  -0.071
O10 -0.20000 -3.97900 15.61800  0.022
C16 -3.52900 -3.66100 16.48000  -0.011
H17 -0.05000 -7.53500 18.89600  0.139
O11 8.33400 -5.09900 20.00800  0.051
H18 4.84500 -3.37300 20.43700  0.089
H19 -3.56000 -5.93500 19.24900  0.100
H20 -7.97900 -2.17500 20.85500  0.087
C17 8.80300 -6.27500 20.56900  -0.044
O12 -1.75300 -5.28000 16.53900  0.091
C18 5.17600 -10.49100 17.73900  -0.430
O13 -2.48200 -10.88900 18.95700  0.136
H21 5.70400 -13.65900 17.43000  0.101
H22 -7.06300 -3.58000 19.10700  0.081
C19 5.76200 -2.82400 20.62500  -0.042
H23 -3.02500 -3.31600 17.33200  0.060
H24 8.11500 -7.15500 20.54200  0.123
C20 -3.19900 -6.90800 19.78500  -0.065
C21 -1.56400 -10.17300 18.63700  -0.649
H25 9.75000 -6.52100 20.10500  0.096
O14 -5.65200 -9.40500 18.66400  -0.004
H26 1.44500 -10.36700 19.13700  0.101
H27 -1.37500 -4.61600 21.25700  0.098
H28 -7.04400 -4.00000 21.56100  0.131
H29 5.86500 -2.73000 21.70300  0.108
O15 1.41600 -1.81100 18.52600  0.000
H30 -1.46900 -3.64200 13.92600  0.149
H31 1.86100 -1.10900 22.68200  0.094
H32 5.08700 -8.16200 19.30900  0.127
H33 3.16900 -6.21900 21.65100  0.071
C22 -5.08500 -8.44400 19.48500  -0.322
H34 -7.19800 -10.32300 17.91800  0.057
O16 0.58500 -6.18800 21.39800  -0.040
C23 -6.80000 -2.53900 19.15900  -0.100
C24 5.38600 -8.23500 18.16500  -0.048
C25 -0.44700 -5.10500 16.41600  -0.443
H35 6.08100 -7.40400 18.08000  0.081
H36 -2.78700 -4.87300 14.83900  0.143
H37 0.26000 -1.87200 16.88700  0.075
H38 2.03400 -8.85900 18.63600  0.049
H39 9.25800 -6.06900 21.49500  0.087
H40 -1.43000 -2.38500 15.26000  0.131
H41 4.53300 -8.05800 17.49400  0.096
O17 -5.74900 -7.85300 20.51600  -0.037
C26 0.21400 -1.42500 17.88200  -0.085
O18 -3.85400 -7.93500 19.04300  -0.052
O19 3.92600 -10.26900 17.24300  -0.033
H42 -3.95400 -2.72500 16.10500  0.095
C27 7.22500 -4.56900 20.31400  -0.478
H43 -1.68100 -4.55900 19.48400  0.058
H44 -6.51000 -2.77200 22.63000  0.118
O20 5.77100 -11.69100 17.78500  -0.001
H45 -7.40800 -1.98100 18.50000  0.059
O21 -1.11200 -10.02600 17.44300  0.104
H46 5.06800 -12.73500 16.04300  0.112
H47 -7.29700 -10.26300 19.59700  0.111
H48 4.23500 -6.06700 20.28300  0.075
H49 4.15000 -12.83800 17.60600  0.103

Forces on atoms 1 to 6 (eV/Å):
4.813 2.769 -4.617
-0.435 1.455 -0.921
-2.287 0.746 1.297
3.090 0.591 -0.593
-1.833 -2.505 -0.034
-0.895 -0.967 -0.311